No. 1
41
Properties=species:S:1:pos:R:3:forces:R:3:nbo_charge:R:1 method="wB97M-V/def2-TZVPD" relative_energy_kcal_mol=0.0 lumo_energy_ev=2.122 homo_ev=-4.205 total_charge=-1 e_tot_ha=-6644.36420
Fe -1.0348 0.3662 0.0034 -0.1 0.0 -0.1 0.97
F 1.6628 4.5347 2.3363 0.1 0.0 0.1 -0.30
C 0.5484 4.2681 1.6746 -0.3 -0.2 0.0 0.74
F -0.4999 4.5156 2.4543 0.0 0.1 0.0 -0.30
F 0.4937 5.0567 0.6000 -0.1 0.0 0.0 -0.31
S 0.5311 2.5114 1.1101 0.2 0.4 0.1 2.23
O 1.6820 2.4050 0.2568 0.1 -0.1 0.0 -0.94
O -0.7479 2.3810 0.4012 0.0 -0.2 0.0 -0.95
N 0.5872 1.7407 2.4716 -0.1 0.0 -0.2 -1.18
S -0.0391 0.2637 2.5837 0.1 0.3 0.2 1.82
O -1.3938 0.1847 1.9805 -0.3 0.0 0.0 -0.93
O 0.7247 -0.3675 1.1135 0.1 0.1 0.0 -1.17
C 1.6963 -1.6233 4.7476 -0.1 0.0 0.2 0.46
F 0.8633 -0.7699 5.4973 0.1 0.0 -0.1 -0.45
F 0.7155 -2.2735 3.9549 -0.1 -0.1 -0.1 -0.46
F 2.1788 -0.6463 3.7391 0.1 0.0 -0.2 -0.51
C 0.4226 0.4926 -4.8127 0.0 0.0 0.0 -0.67
C -0.1427 -0.5925 -3.9794 0.1 0.1 0.0 0.37
N -0.4410 -1.7899 -4.3646 0.0 0.0 -0.1 -0.26
N -0.9376 -2.3926 -3.2391 -0.1 -0.2 0.1 -0.37
C -0.9552 -1.5992 -2.1619 0.1 0.3 0.0 0.25
S -1.4663 -1.8492 -0.5856 0.0 -0.1 -0.1 -0.08
N -0.4331 -0.4356 -2.6469 -0.1 -0.3 0.1 -0.23
N -0.2455 0.6782 -1.8314 -0.2 0.1 -0.1 -0.64
H 0.5260 0.1388 -5.8345 0.0 0.0 0.0 0.25
H 1.4018 0.7937 -4.4364 0.0 0.0 0.0 0.24
H -0.2349 1.3629 -4.7910 0.0 0.0 0.0 0.25
H -1.2535 -3.3448 -3.2748 0.0 0.0 0.0 0.43
H 0.7446 0.9088 -1.7743 0.0 0.0 0.0 0.41
H -0.8495 1.4498 -2.1919 0.0 0.1 0.1 0.45
Cl -5.4289 0.9659 -2.7391 -0.1 -0.1 0.0 -0.03
C -4.6151 2.0993 -1.6282 0.1 0.0 0.0 -0.30
Cl -5.4231 2.1499 -0.0668 -0.1 0.0 0.1 0.00
C -3.1366 1.6871 -1.5333 0.4 0.2 -0.1 0.76
O -2.4123 2.1557 -2.4354 -0.1 -0.2 0.1 -0.73
O -2.8235 0.9299 -0.5832 0.0 0.0 0.0 -0.69
H -4.6866 3.0803 -2.0814 0.0 0.0 0.0 0.23
Cl 2.4054 -2.8824 1.5378 0.1 -0.1 -0.1 -0.31
Si 2.2088 -1.0123 0.8392 -0.1 -0.2 0.1 1.70
Cl 3.7884 0.1481 1.2704 0.1 0.1 0.1 -0.32
Cl 2.2448 -1.1893 -1.2233 0.1 0.0 -0.2 -0.43



No. 2
12
Properties=species:S:1:pos:R:3:forces:R:3:nbo_charge:R:1 method="wB97M-V/def2-TZVPD" relative_energy_kcal_mol=186.2 lumo_energy_ev=-0.736 homo_ev=-10.312 e_tot_ha=-447.80567
C -2.6756 -0.0152 -0.0201 2.4 -3.8 -1.8 -0.26
C 0.7137 0.8153 -0.2292 2.1 -4.2 0.7 0.40
H -2.4717 -1.0452 -0.6789 -1.1 2.5 1.8 0.19
H -3.0420 0.7212 -0.7407 -0.1 0.2 0.7 0.20
H -3.1934 -0.2816 0.9054 -0.5 0.5 -0.6 0.21
H 1.9709 1.7776 0.5322 -3.8 2.3 -2.2 0.39
N -0.2986 -0.1681 -0.4246 -2.5 2.1 -0.8 0.04
N 1.5053 -1.2961 0.2585 2.8 4.3 -1.4 0.18
N 1.9539 -0.0504 0.0474 -4.1 -5.2 1.1 -0.27
N 0.7725 2.0412 -0.0525 3.8 -0.5 2.2 -0.53
O -1.3376 0.2865 0.4820 0.7 -1.0 -0.7 -0.37
O 0.2096 -1.4939 -0.1474 0.4 2.8 1.1 -0.18



No. 3
21
Properties=species:S:1:pos:R:3:forces:R:3:nbo_charge:R:1 method="wB97M-V/def2-TZVPD" relative_energy_kcal_mol=82.2 smiles=C[C@@H]1N(Cl)C[C@@H]2C[C@@]21C lumo_energy_ev=0.998 homo_ev=-9.258 e_tot_ha=-788.73313
C 0.7823 0.9223 -1.2312 3.6 1.3 1.6 -0.44
C -1.1724 1.5362 0.3090 0.1 3.9 -0.3 -0.24
C 0.3045 1.5470 0.1140 -0.2 -2.4 -2.2 -0.26
C -0.7399 -0.7139 0.2324 5.0 -0.3 -0.3 -0.04
C 0.8342 0.1613 0.0693 -3.5 -2.2 0.4 0.02
C -0.7734 -2.0752 -0.5475 0.4 0.1 1.1 -0.65
C 2.0538 -0.3541 0.7941 -3.1 -2.0 0.4 -0.62
N -1.5852 0.3246 -0.2476 -1.6 -2.3 0.2 -0.41
Cl -3.1687 -0.1349 0.3190 -0.6 0.3 -0.3 0.07
H 0.0055 0.5771 -1.7968 -1.7 -0.4 -1.9 0.22
H 1.7556 1.2485 -1.7903 -1.9 -0.6 1.4 0.22
H -1.3005 1.7973 1.4264 -0.7 -0.7 -1.5 0.20
H -1.5807 2.3202 -0.4270 0.0 -0.5 1.8 0.21
H 0.7754 2.2560 0.6655 1.8 2.2 1.0 0.22
H -0.8582 -0.8114 1.3261 0.1 -0.3 -0.3 0.18
H 0.2229 -2.5525 -0.7240 -0.4 0.6 0.9 0.22
H -1.0411 -1.8871 -1.5851 -1.0 -0.1 0.1 0.23
H -1.3802 -2.8156 0.0595 0.3 0.8 -1.3 0.23
H 1.8786 -0.3658 1.8720 -0.3 -0.2 0.1 0.21
H 2.6953 0.4229 0.6667 3.0 1.5 -0.7 0.22
H 2.2920 -1.4027 0.4957 0.5 1.1 -0.1 0.22



No. 4
102
Properties=species:S:1:pos:R:3:forces:R:3:mulliken_charge:R:1 method="wB97M-V/def2-TZVPD" lumo_energy_ev=-3.951 homo_ev=-10.075 total_charge=+1 e_tot_ha=-1871.50002
C -0.2283 4.8858 4.8802 0.9 -1.0 -1.1 0.06
C -0.6024 3.9106 4.2349 0.3 -0.4 0.1 -0.74
C -0.8811 2.6286 3.3527 -0.2 1.7 -0.2 -0.18
C 0.4867 2.2136 2.6538 1.6 -0.3 0.1 0.02
C 1.2070 0.8324 2.9981 1.3 0.3 -0.4 0.51
C 0.7070 -0.0921 4.1871 0.5 -0.9 0.3 -0.90
C 0.2046 -1.5428 3.7782 -0.8 -0.2 1.1 -0.82
C -1.3973 -1.6315 3.5792 1.4 -1.1 0.1 -0.03
C -1.8004 -3.1822 3.7834 0.1 0.9 -0.2 -0.70
N -3.2459 -3.3887 4.0057 0.6 -0.1 -0.5 -0.57
C 1.5254 0.1895 1.5618 -0.9 0.8 0.6 -0.48
N 1.1270 0.9508 0.5601 1.5 -1.5 3.0 0.51
C 0.4482 2.1636 1.0740 -4.0 1.9 -0.3 -0.58
C 0.6666 3.5918 0.4139 1.1 0.1 0.1 -0.51
C 1.8008 3.6903 -0.7019 -0.7 1.7 -0.5 -0.72
C 1.1859 3.8198 -2.1841 1.6 -0.5 -0.2 -1.11
C 0.9249 2.3897 -2.8247 0.1 0.8 0.3 0.02
N -0.4572 1.9102 -2.5879 -0.9 -1.5 -0.1 0.34
C -1.5694 2.5816 -2.0234 -2.2 -2.3 0.1 -0.32
C -2.7316 1.6461 -1.9735 4.0 -0.2 -1.4 -0.66
C -2.2203 0.3586 -2.6062 2.0 2.5 0.6 -0.48
C -0.7735 0.5635 -2.9605 -4.3 0.6 1.6 -0.85
H 0.4452 5.6914 5.2874 -1.6 -1.2 -0.4 0.36
H -1.4065 1.8108 3.9206 0.7 0.9 -0.5 0.23
H -1.5800 2.9747 2.5176 0.7 -0.5 1.1 0.21
H 1.1994 3.0284 3.0112 -0.8 -1.1 -0.8 0.38
H 2.2580 1.1669 3.3149 -1.2 -0.6 -0.5 -0.04
H -0.1125 0.3743 4.8275 1.1 -0.3 -1.1 0.44
H 1.5920 -0.2071 4.9010 -1.2 0.1 -1.0 0.36
H 0.7669 -2.0215 2.9157 -0.7 0.7 0.9 0.29
H 0.4121 -2.2187 4.6778 -0.1 0.9 -1.2 0.48
H -1.6363 -1.3185 2.5203 -0.2 -0.1 1.2 0.13
H -1.9084 -0.9964 4.3736 0.5 -0.7 -1.2 0.18
H -1.2510 -3.5975 4.6856 -0.4 0.6 -1.1 0.28
H -1.4290 -3.7301 2.8548 -0.7 0.4 1.3 0.31
H -3.7430 -3.6458 3.1515 0.2 0.4 0.5 0.26
H -3.6929 -2.6047 4.4874 0.2 -0.4 -0.5 0.27
H 2.0596 -0.8030 1.4216 -0.8 1.4 -0.1 0.50
H 1.2835 0.6203 -0.4055 -0.5 0.8 0.3 0.02
H -0.6665 1.9717 0.8758 1.5 -0.1 -0.2 0.07
H 0.9601 4.3100 1.2512 -0.5 -1.0 -1.0 0.60
H -0.3157 3.9638 -0.0085 1.3 -0.6 0.5 0.16
H 2.3253 4.6916 -0.5285 -0.6 -1.4 -0.1 0.36
H 2.6161 2.9093 -0.6394 -1.0 0.7 -0.1 0.40
H 2.0073 4.3105 -2.8104 -1.1 -0.7 0.7 0.36
H 0.3100 4.5330 -2.2321 0.9 -1.0 0.2 0.42
H 1.6488 1.6696 -2.3105 -0.8 0.8 -0.8 -0.19
H 1.1500 2.3637 -3.9363 -0.3 0.1 1.3 0.47
H -1.6013 3.6484 -1.6608 0.4 -1.5 -0.8 0.35
H -3.7471 1.8863 -1.5587 1.3 -0.3 -0.7 0.44
H -2.8581 -0.5541 -2.7469 1.0 1.0 0.1 0.46
H -0.0779 -0.1992 -3.4183 -0.7 1.6 0.6 0.72
C 3.8016 -0.6879 -4.1158 -0.3 0.3 0.1 -0.93
C 2.6359 -1.6322 -4.2572 -0.4 -0.1 0.0 0.73
O 1.5005 -1.2782 -3.9984 0.5 -0.1 0.0 -0.51
C 2.9307 -3.0291 -4.7312 -0.4 0.0 0.1 -1.11
H 3.4418 0.2821 -3.7668 0.0 -0.1 -0.1 0.08
H 4.5125 -1.0812 -3.3862 0.1 -0.1 -0.2 0.33
H 4.2898 -0.5526 -5.0825 0.1 -0.1 0.1 0.34
H 3.6029 -3.5260 -4.0280 0.2 0.1 -0.1 0.36
H 3.3800 -2.9971 -5.7256 0.1 -0.1 0.1 0.30
H 2.0006 -3.5962 -4.7865 0.1 0.1 -0.1 0.30
C -5.6872 -1.3448 0.2858 0.3 -0.2 -0.1 -0.55
C -5.9605 -1.1431 -1.1829 0.3 -0.2 -0.4 0.87
O -5.1979 -1.5612 -2.0297 -0.2 0.2 0.3 -0.55
C -7.2176 -0.4022 -1.5580 0.1 0.0 -0.4 -1.20
H -4.7509 -1.8921 0.4073 -0.1 0.1 0.0 0.23
H -5.5944 -0.3773 0.7836 -0.2 -0.1 0.1 -0.17
H -6.4935 -1.9256 0.7380 0.0 0.2 0.1 0.40
H -7.1928 0.6073 -1.1421 -0.2 -0.1 0.1 0.30
H -8.0918 -0.9413 -1.1875 0.0 0.2 0.1 0.37
H -7.2848 -0.3314 -2.6446 0.0 0.0 0.1 0.31
C -5.5605 2.2533 3.2455 0.0 -0.3 -0.2 -0.71
C -5.0160 1.4839 4.4212 0.1 -0.5 0.0 0.85
O -4.8271 0.2851 4.3587 0.1 0.3 0.0 -0.55
C -4.7152 2.2602 5.6769 0.1 -0.3 0.1 -1.14
H -5.7302 1.5687 2.4128 0.0 0.1 0.1 -0.09
H -6.5101 2.7201 3.5139 0.1 0.2 0.0 0.38
H -4.8415 3.0137 2.9331 -0.2 0.2 0.1 0.29
H -5.6274 2.7272 6.0530 0.1 0.2 -0.1 0.40
H -3.9586 3.0212 5.4722 -0.2 0.2 0.0 0.26
H -4.3306 1.5803 6.4389 -0.1 0.1 -0.1 0.29
C 2.9098 -6.8914 -6.7209 -0.2 0.2 0.2 -1.06
C 2.7920 -5.9070 -7.8561 -0.2 0.4 0.0 0.84
O 2.2022 -4.8540 -7.7201 0.2 -0.3 0.0 -0.54
C 3.4347 -6.2812 -9.1660 -0.1 0.3 -0.2 -1.10
H 2.4017 -6.4918 -5.8416 0.0 0.0 -0.1 0.24
H 2.4390 -7.8366 -6.9978 0.2 -0.1 0.0 0.36
H 3.9615 -7.0516 -6.4752 0.0 -0.2 -0.1 0.32
H 2.9871 -7.1995 -9.5511 0.2 -0.1 0.1 0.34
H 4.5097 -6.4145 -9.0283 -0.1 -0.2 0.0 0.32
H 3.2711 -5.4818 -9.8903 0.0 -0.1 0.1 0.30
C 7.1420 0.5015 2.9621 0.3 0.1 -0.1 -1.11
C 6.5869 1.5531 2.0369 0.6 0.1 -0.3 0.54
O 7.3036 2.1746 1.2845 -0.4 -0.2 0.2 -0.54
C 5.0990 1.8034 2.0833 -0.2 0.3 -0.2 -0.60
H 8.2211 0.4296 2.8206 -0.1 0.0 0.0 0.31
H 6.9425 0.7760 4.0000 -0.1 -0.2 0.0 0.32
H 6.6937 -0.4682 2.7353 -0.1 0.0 0.2 0.31
H 4.8114 2.1379 3.0827 -0.1 -0.2 0.0 0.37
H 4.5531 0.8946 1.8173 0.0 -0.1 0.2 0.15
H 4.8452 2.5865 1.3660 0.1 -0.1 0.1 0.24



No. 5
83
Properties=species:S:1:pos:R:3:forces:R:3:mulliken_charge:R:1 method="wB97M-V/def2-TZVPD" relative_energy_kcal_mol=28.4 lumo_energy_ev=1.929 homo_ev=-4.114 total_charge=-1 e_tot_ha=-3554.43343
Mo -0.7327 -0.0671 -0.3685 0.2 -0.6 1.1 0.37
C -1.5092 -2.0083 2.2740 -0.1 0.0 0.2 -1.74
N -1.5996 -1.7622 0.8339 0.1 0.5 0.0 1.36
C -2.1503 -2.7090 0.1473 0.0 0.1 -0.2 -0.19
C -2.1999 -2.6188 -1.2596 -0.2 0.2 0.2 -0.23
C -2.6867 -3.4876 -2.2299 0.0 -0.1 0.0 -0.97
C -2.3531 -2.9056 -3.4549 0.0 -0.1 0.0 -0.95
C -1.6882 -1.7180 -3.1629 0.0 -0.1 0.1 -0.49
N -1.6144 -1.5103 -1.8293 0.3 0.2 -0.1 0.47
C -0.3700 -2.9127 2.6824 0.1 -0.1 0.0 0.58
C -0.5603 -3.8002 3.7389 0.0 0.1 0.0 -0.60
C 0.4655 -4.6298 4.1680 0.0 0.0 0.0 -0.58
C 1.6957 -4.5959 3.5259 0.0 0.0 0.0 -0.47
C 1.8856 -3.7287 2.4586 0.0 0.0 0.0 -0.67
C 0.8643 -2.8880 2.0418 0.0 0.0 -0.1 0.60
H -2.4341 -2.4814 2.6281 -0.1 0.1 -0.1 0.43
H -1.4082 -1.0549 2.7840 0.0 -0.1 0.0 0.05
H -2.5464 -3.5909 0.6505 0.0 0.0 0.0 0.31
H -3.1807 -4.4306 -2.0534 0.0 0.0 0.0 0.45
H -2.5292 -3.3067 -4.4404 0.0 0.0 0.0 0.42
H -1.1910 -1.0783 -3.8688 0.0 0.0 0.0 0.63
H -1.5253 -3.8407 4.2344 0.0 0.0 0.0 0.35
H 0.2991 -5.3110 4.9940 0.0 0.0 0.0 0.36
H 2.4972 -5.2502 3.8466 0.0 0.0 0.0 0.38
H 2.8292 -3.7066 1.9273 0.0 0.0 0.0 0.41
H 1.0357 -2.2335 1.1967 0.0 0.0 0.0 0.07
O -0.6126 3.0298 2.8530 0.1 0.0 0.0 -0.71
S -1.0561 1.6995 2.5287 -0.2 0.0 -0.2 1.13
O -0.2028 0.5999 2.8800 -0.1 0.2 -0.1 -0.67
N -1.4805 1.5714 0.9614 0.2 -0.2 0.3 0.28
C -2.1574 2.6535 0.4056 0.0 -0.1 -0.1 0.33
C -2.7508 3.7160 1.0593 -0.1 0.1 0.1 -0.65
C -3.4040 4.7391 0.3468 0.0 0.0 0.0 -1.02
C -3.4752 4.7406 -1.0156 0.0 0.0 0.0 -0.98
C -2.8950 3.6661 -1.7285 -0.1 0.1 0.1 1.24
C -2.8940 3.5933 -3.1364 0.0 0.0 0.0 -0.52
C -2.3045 2.5330 -3.7558 0.0 0.0 0.0 -1.54
C -1.7414 1.5172 -2.9672 -0.1 0.1 0.0 0.44
N -1.7333 1.5386 -1.6521 0.0 0.0 -0.3 0.28
C -2.2750 2.6209 -1.0152 0.1 -0.2 0.0 0.32
C -2.5847 1.4721 3.4283 0.0 -0.1 -0.1 0.27
C -2.7297 2.0890 4.6615 0.0 0.0 0.0 -0.53
C -3.8872 1.8780 5.3969 0.0 0.0 0.0 -0.61
C -4.8900 1.0595 4.8946 0.0 0.0 0.0 -0.44
C -4.7393 0.4521 3.6558 0.0 0.0 0.0 -0.80
C -3.5831 0.6557 2.9169 0.0 0.0 0.0 -0.11
H -2.6934 3.8135 2.1315 0.0 -0.1 0.0 0.39
H -3.8443 5.5503 0.9133 0.0 0.0 0.0 0.40
H -3.9602 5.5431 -1.5567 0.0 0.0 0.0 0.36
H -3.3574 4.3907 -3.7056 0.0 0.0 0.0 0.41
H -2.2673 2.4487 -4.8325 0.0 0.0 0.0 0.42
H -1.2740 0.6719 -3.4330 0.0 0.0 0.0 0.11
H -1.9429 2.7354 5.0269 0.0 0.0 0.0 0.45
H -4.0073 2.3558 6.3608 0.0 0.0 0.0 0.39
H -5.7947 0.8992 5.4677 0.0 0.0 0.0 0.37
H -5.5248 -0.1792 3.2600 0.0 0.0 0.0 0.42
H -3.4532 0.1950 1.9455 0.0 0.0 0.0 0.28
O 0.8132 -0.1533 0.2158 -0.7 0.0 -0.5 -0.28
S 2.5169 -2.6235 -1.4484 0.0 0.0 0.1 -0.47
P 2.6780 -0.7592 -2.0722 0.1 -0.1 -0.3 1.15
S 1.0301 0.1883 -2.7668 0.7 0.2 -0.1 -0.59
C 3.9353 -0.6939 -3.4156 0.0 0.0 -0.1 0.32
C 5.1528 -1.3420 -3.2123 0.0 0.0 0.0 -0.55
C 6.1436 -1.3000 -4.1785 0.0 0.0 0.0 -0.69
C 5.9266 -0.6167 -5.3703 0.0 0.0 0.0 -0.38
C 4.7160 0.0229 -5.5827 0.0 0.0 0.0 -0.59
C 3.7260 -0.0126 -4.6065 0.0 0.0 0.0 -0.28
C 3.5357 0.3054 -0.8437 -0.2 0.0 0.0 0.17
C 3.7705 1.6424 -1.1483 0.0 0.0 0.0 -0.55
C 4.4284 2.4619 -0.2445 0.0 0.0 0.0 -0.64
C 4.8465 1.9529 0.9787 0.0 0.0 0.0 -0.40
C 4.6071 0.6216 1.2891 0.0 0.1 0.0 -0.55
C 3.9550 -0.1974 0.3785 0.0 -0.1 0.0 -0.14
H 5.3065 -1.8943 -2.2929 0.0 0.0 0.0 0.33
H 7.0859 -1.8060 -4.0064 0.0 0.0 0.0 0.37
H 6.6986 -0.5879 -6.1301 0.0 0.0 0.0 0.35
H 4.5368 0.5524 -6.5109 0.0 0.0 0.0 0.37
H 2.7783 0.4864 -4.7651 0.0 0.0 0.0 0.25
H 3.4229 2.0426 -2.0940 0.0 0.0 0.0 0.35
H 4.6062 3.5022 -0.4894 0.0 0.0 0.0 0.38
H 5.3443 2.5974 1.6933 0.0 0.0 0.0 0.36
H 4.9125 0.2224 2.2482 0.0 0.0 0.0 0.39
H 3.7493 -1.2348 0.6144 0.0 0.0 0.0 0.29



No. 6
59
Properties=species:S:1:pos:R:3:forces:R:3:nbo_charge:R:1 method="wB97M-V/def2-TZVPD" lumo_energy_ev=2.158 homo_ev=-4.735 total_charge=-1 e_tot_ha=-3831.61564
C -5.7191 3.3142 0.1749 1.1 1.1 -1.0 -0.67
C -4.1057 3.4187 0.1821 -0.4 -2.8 1.3 -0.05
Cl -3.4335 5.0505 -0.3468 -0.7 -2.0 0.5 -0.05
C -3.2640 2.3498 0.5706 -1.7 2.9 -0.9 -0.47
Cl -4.1511 0.7966 1.0843 0.7 1.4 -0.5 -0.11
Al -1.1824 2.4423 0.5480 -0.6 -1.9 -0.7 1.52
C -0.5613 0.9391 1.8203 0.6 -0.4 0.8 -1.01
C 0.4573 -0.1034 1.1487 -0.6 -0.8 0.4 -0.46
C 1.5859 -0.6618 2.1797 -2.6 -0.5 -1.6 0.64
F 1.0567 -0.6638 3.4965 1.9 -0.1 -2.2 -0.34
F 1.7587 -2.0576 1.8090 0.5 2.7 1.4 -0.38
C 2.9433 0.1699 2.0027 -0.7 1.3 -1.2 0.59
F 3.6659 -0.3464 0.8942 -1.3 0.8 2.8 -0.30
F 2.5486 1.4956 1.6154 1.1 -2.9 1.1 -0.30
C 3.8213 0.3488 3.3320 1.4 2.0 -1.0 0.57
F 3.2727 1.3870 4.1213 1.1 -3.0 -1.4 -0.28
F 5.1028 0.8387 2.8952 -2.7 -1.2 0.9 -0.31
C 4.1238 -1.0016 4.1414 1.7 -0.6 2.7 0.93
F 3.2693 -1.1547 5.2733 1.9 0.0 -3.4 -0.30
F 5.4325 -0.8465 4.7060 -3.0 -0.5 -1.3 -0.32
F 4.1868 -2.1597 3.3508 -0.7 2.9 1.9 -0.30
P -0.3393 4.4324 1.4455 0.3 0.6 0.7 0.20
S 1.4439 4.9119 0.7450 0.6 0.1 -0.3 -0.72
C -0.6533 2.1266 -1.4098 0.5 -0.6 -3.9 -0.58
C -1.7113 1.4410 -2.3481 3.4 1.1 -2.4 -0.22
C -1.4022 1.2111 -3.8663 2.3 1.8 1.9 -0.20
C -0.0583 1.6464 -4.4997 -0.3 0.9 3.9 -0.25
C 1.0038 2.2996 -3.5823 -3.3 -0.8 1.7 -0.24
C 0.6903 2.5328 -2.0601 -1.9 -1.5 -2.6 -0.23
H -6.1198 4.3809 0.2194 0.4 -1.4 0.1 0.22
H -6.0094 2.8989 -0.8619 0.2 0.4 1.8 0.22
H -6.1313 2.6936 1.0338 0.7 0.7 -1.3 0.24
H -1.4513 0.3403 2.2524 1.4 1.0 -0.7 0.23
H -0.0519 1.4401 2.7261 -0.7 -0.7 -1.3 0.22
H -0.1706 -1.0345 0.8704 1.1 1.3 0.4 0.22
H 0.9323 0.2501 0.1701 -0.4 -0.4 1.5 0.25
H -1.2110 5.5628 1.3319 0.2 -0.4 0.5 -0.01
H -0.1458 4.2228 2.8727 -0.7 0.3 -0.6 -0.02
H -2.7319 1.0913 -1.9918 1.5 0.6 -0.3 0.21
H -2.1832 0.7348 -4.5449 1.2 0.7 1.1 0.19
H 0.1925 1.5224 -5.6064 -0.6 0.0 1.8 0.21
H 2.0151 2.6635 -3.9727 -1.7 -0.7 0.5 0.21
H 1.5048 3.0417 -1.4499 -1.4 -0.7 -0.8 0.24
C -1.3865 -2.3621 -3.0416 0.6 0.5 0.1 0.77
O -0.7161 -1.3732 -3.2859 -0.1 -0.6 -0.1 -0.64
N -2.5384 -2.6522 -3.7033 -0.7 0.0 -0.6 -0.86
N -1.0446 -3.2641 -2.0885 0.1 -0.1 0.5 -0.84
H -3.0967 -3.4631 -3.5099 0.0 0.1 0.0 0.38
H -2.8324 -2.0109 -4.4203 0.1 -0.1 0.1 0.40
H -0.1984 -3.0920 -1.5739 -0.1 -0.2 -0.3 0.40
H -1.5880 -4.0816 -1.8800 0.2 0.0 0.0 0.39
C 1.5294 -5.3356 -0.2200 -0.3 0.2 -0.1 0.77
O 0.6697 -5.6366 -1.0365 0.0 -0.1 0.1 -0.69
N 2.5665 -6.1554 0.0903 0.4 -0.7 0.0 -0.85
N 1.5259 -4.1585 0.4490 -0.2 0.0 -0.2 -0.83
H 3.2766 -5.9180 0.7583 -0.1 0.0 -0.1 0.39
H 2.6110 -7.0423 -0.3824 0.0 0.2 0.1 0.40
H 0.7761 -3.5185 0.2516 0.2 0.0 0.2 0.41
H 2.2250 -3.9022 1.1203 -0.1 0.0 -0.1 0.40